No. 1
# C5H9FO

A structure of composition C5H9FO at a distorted geometry (ωB97M-V/def2-TZVPD, OMol25).

Results
LUMO, hartree: 0.03967
Multiplicity: 1
HOMO energy, eV: -8.95
Frontier orbital gap, eV: 10.03
Relative energy (zero: lowest compared OMol25 entry of this formula, charge and spin), kcal/mol: 85.47

Structure (XYZ):
```
16
Properties=species:S:1:pos:R:3:nbo_charge:R:1
C 1.149 -0.474 0.289 0.017
C 0.247 -0.320 -0.875 0.058
C 2.490 0.189 0.472 -0.633
C -2.120 0.823 0.143 -0.671
C -1.735 -0.500 -0.402 0.263
O 1.001 -1.396 -0.819 -0.484
F -1.820 -1.547 0.354 -0.333
H 0.849 -0.806 1.226 0.179
H 0.636 0.407 -1.562 0.163
H 2.803 0.830 -0.331 0.211
H 3.291 -0.533 0.710 0.218
H 2.404 0.633 1.378 0.211
H -3.225 0.685 0.536 0.210
H -2.131 1.366 -0.756 0.222
H -1.515 1.303 0.935 0.221
H -2.325 -0.659 -1.299 0.147
```


No. 2
# C5H9FSi

The molecule C5H9FSi at a distorted geometry (ωB97M-V/def2-TZVPD, OMol25).

Results
LUMO, hartree: 0.03776
Multiplicity: 1
HOMO energy, eV: -9.98
Frontier orbital gap, eV: 11.01
SMILES string: C=C[SiH](C=C)CF
Relative energy (zero: lowest compared OMol25 entry of this formula, charge and spin), kcal/mol: 43.73

Structure (XYZ):
```
16
Properties=species:S:1:pos:R:3:nbo_charge:R:1
C -1.164 1.506 1.486 -0.336
C 0.028 1.216 0.985 -0.644
Si 0.347 0.421 -0.695 1.254
C 1.601 -0.976 -0.496 -0.640
C 1.675 -1.693 0.617 -0.334
C -1.270 -0.364 -1.382 -0.350
F -2.187 0.623 -1.693 -0.381
H -1.285 2.003 2.436 0.192
H -2.080 1.263 0.968 0.194
H 0.904 1.499 1.558 0.216
H 0.650 1.655 -1.691 -0.150
H 2.258 -1.215 -1.323 0.219
H 2.359 -2.517 0.746 0.198
H 1.033 -1.472 1.454 0.192
H -1.102 -0.926 -2.305 0.185
H -1.768 -1.023 -0.664 0.185
```


No. 3
# C5H9FeMgO4

A structure of composition C5H9FeMgO4 at a distorted geometry (ωB97M-V/def2-TZVPD, OMol25).

Results
LUMO (alpha / beta), hartree: -0.02205 / -0.03906
Multiplicity: 6
HOMO energy (alpha / beta), eV: -5.19 / -8.25
Frontier orbital gap (alpha / beta), eV: 4.59 / 7.18
Relative energy (zero: lowest compared OMol25 entry of this formula, charge and spin), kcal/mol: 66.51

Structure (XYZ):
```
20
Properties=species:S:1:pos:R:3:mulliken_spin:R:1
O 0.736 -1.018 2.460 0.022
C -0.305 -0.336 2.025 -0.057
C -0.451 0.043 0.736 0.041
O 0.654 -0.233 -0.085 -0.124
C 0.408 -0.879 -1.336 0.021
C 1.755 -1.308 -1.863 0.002
O 2.437 -2.017 -0.816 -0.069
C 3.590 -2.730 -1.271 0.010
Mg 2.005 -1.308 1.041 1.100
H -1.088 -0.070 2.747 0.000
H -0.075 -0.187 -2.037 0.006
H -0.246 -1.748 -1.169 -0.004
H 2.367 -0.444 -2.158 -0.010
H 1.623 -1.972 -2.728 0.010
H 4.042 -3.224 -0.405 -0.025
H 3.282 -3.482 -2.008 0.013
H 4.306 -2.030 -1.722 0.022
H -1.326 0.559 0.295 0.012
Fe -2.110 2.252 0.489 3.522
O -3.864 2.321 0.137 0.509
```


No. 4
# C5H9HgO4

A structure of composition C5H9HgO4 at a distorted geometry (ωB97M-V/def2-TZVPD, OMol25).

Results
LUMO (alpha / beta), hartree: -0.11183 / -0.25065
Multiplicity: 3
HOMO energy (alpha / beta), eV: -11.96 / -14.44
Frontier orbital gap (alpha / beta), eV: 8.92 / 7.62
Total charge: +1
Relative energy (zero: lowest compared OMol25 entry of this formula, charge and spin), kcal/mol: 30.48

Structure (XYZ):
```
19
Properties=species:S:1:pos:R:3:mulliken_spin:R:1
O -1.203 1.217 1.563 0.008
C -0.782 0.038 2.026 0.028
C -1.724 1.013 0.256 0.241
O 0.297 -0.124 2.556 -0.047
O -1.468 -0.932 1.444 0.001
C -2.289 -0.393 0.384 0.000
Hg 2.399 -0.385 2.542 1.018
H -2.399 1.824 -0.018 0.003
H -2.139 -1.005 -0.512 0.006
H -3.337 -0.429 0.708 0.010
H -0.532 0.970 -0.616 -0.052
C 1.059 0.759 -1.408 0.715
C 1.541 -0.655 -1.384 -0.034
O 2.200 -0.915 -0.147 0.016
H 0.666 1.084 -2.376 0.014
H 1.753 1.493 -0.982 0.013
H 2.239 -0.839 -2.222 0.052
H 0.693 -1.355 -1.469 0.019
H 3.026 -1.367 -0.341 -0.011
```


No. 5
# C5H9IN2OS2

The molecule C5H9IN2OS2 at a distorted geometry (ωB97M-V/def2-TZVPD, OMol25).

Results
LUMO (alpha / beta), hartree: 0.02040 / -0.11063
Multiplicity: 3
HOMO energy (alpha / beta), eV: -6.36 / -9.36
Frontier orbital gap (alpha / beta), eV: 6.91 / 6.35

Structure (XYZ):
```
20
Properties=species:S:1:pos:R:3:mulliken_spin:R:1
C -2.500 -1.963 1.293 -0.008
C -0.424 -0.608 0.932 0.005
C -0.451 -0.645 -0.620 -0.048
C -0.566 0.815 1.471 0.003
C 0.684 0.185 -1.219 0.016
N -1.450 -1.425 1.465 0.001
N -0.395 -1.999 -1.104 0.230
O -1.189 -4.149 -1.961 0.290
S -3.830 -2.771 1.277 0.021
S -1.711 -2.852 -1.653 0.622
I -2.135 -1.695 -3.832 0.864
H 0.516 -1.043 1.290 0.003
H -1.420 -0.249 -0.948 0.002
H 0.332 1.385 1.253 0.000
H -0.715 0.794 2.547 0.000
H -1.416 1.312 1.009 0.000
H 0.719 0.039 -2.296 0.000
H 1.642 -0.109 -0.797 0.000
H 0.532 1.245 -1.037 0.003
H 0.483 -2.489 -1.037 -0.004
```


No. 6
# C5H9IO

A structure of composition C5H9IO at a distorted geometry (ωB97M-V/def2-TZVPD, OMol25).

Results
LUMO, hartree: 0.02612
Multiplicity: 1
HOMO energy, eV: -8.96
Frontier orbital gap, eV: 9.67
Relative energy (zero: lowest compared OMol25 entry of this formula, charge and spin), kcal/mol: 37.95

Structure (XYZ):
```
16
Properties=species:S:1:pos:R:3:nbo_charge:R:1
C -0.556 1.602 0.644 0.433
C 1.479 -0.696 0.629 -0.594
C -0.442 0.252 -1.520 -0.677
C 0.035 -1.140 0.701 -0.481
C -0.783 -0.166 -0.089 -0.139
O -1.523 2.153 1.032 -0.501
I -2.940 -0.250 0.091 0.114
H 0.453 2.029 0.541 0.132
H 1.714 -0.419 -0.475 0.198
H 2.120 -1.563 0.814 0.222
H 1.709 0.121 1.282 0.206
H -0.430 1.360 -1.619 0.213
H 0.582 0.016 -1.775 0.212
H -1.099 -0.069 -2.257 0.233
H -0.016 -2.118 0.330 0.211
H -0.305 -1.111 1.672 0.219
```


No. 7
# C5H9IS

A structure of composition C5H9IS at a distorted geometry (ωB97M-V/def2-TZVPD, OMol25).

Results
LUMO, hartree: -0.00069
Multiplicity: 1
HOMO energy, eV: -8.19
Frontier orbital gap, eV: 8.17
Relative energy (zero: lowest compared OMol25 entry of this formula, charge and spin), kcal/mol: 27.08

Structure (XYZ):
```
16
Properties=species:S:1:pos:R:3:nbo_charge:R:1
C -0.282 0.945 1.311 -0.413
C -0.169 -0.505 0.779 -0.542
C 0.581 1.877 0.382 -0.506
C -0.489 -0.645 -0.694 0.017
C 0.253 -1.673 -1.443 -0.719
S 0.174 1.544 -1.413 -0.013
I -2.592 -0.420 -1.035 0.150
H -1.400 1.295 1.353 0.226
H 0.199 0.994 2.344 0.223
H 0.932 -0.689 0.856 0.213
H -0.748 -1.391 1.192 0.248
H 0.512 2.914 0.457 0.228
H 1.712 1.568 0.528 0.197
H 0.349 -1.468 -2.448 0.243
H -0.266 -2.615 -1.206 0.225
H 1.234 -1.731 -0.964 0.224
```


No. 8
# C5H9LiMgO4

A structure of composition C5H9LiMgO4 at a distorted geometry (ωB97M-V/def2-TZVPD, OMol25).

Results
LUMO, hartree: -0.00613
Multiplicity: 1
HOMO energy, eV: -6.40
Frontier orbital gap, eV: 6.24

Structure (XYZ):
```
20
Properties=species:S:1:pos:R:3:nbo_charge:R:1
O 0.570 3.237 -0.385 -0.859
C 1.623 2.484 -0.263 0.148
C 1.694 1.152 0.072 -0.649
O 0.413 0.581 0.345 -0.657
C 0.253 -0.776 0.041 -0.084
C -1.201 -1.143 0.218 -0.089
O -1.986 -0.325 -0.635 -0.592
C -3.354 -0.677 -0.657 -0.250
Li -1.012 1.596 -0.457 0.912
H 2.617 2.972 -0.382 0.110
H 0.863 -1.415 0.709 0.179
H 0.564 -0.979 -1.000 0.172
H -1.514 -0.993 1.266 0.182
H -1.344 -2.207 -0.037 0.184
H -3.869 0.036 -1.312 0.200
H -3.489 -1.696 -1.054 0.182
H -3.789 -0.624 0.355 0.178
Mg 3.462 0.050 -0.023 1.656
O 4.753 -0.671 1.115 -1.396
H 4.745 -0.601 2.084 0.472
```


No. 9
# C5H9LiO3

A structure of composition C5H9LiO3 at a distorted geometry (ωB97M-V/def2-TZVPD, OMol25).

Results
LUMO, hartree: -0.00371
Multiplicity: 1
HOMO energy, eV: -7.87
Frontier orbital gap, eV: 7.77
Relative energy (zero: lowest compared OMol25 entry of this formula, charge and spin), kcal/mol: 5.72

Structure (XYZ):
```
18
Properties=species:S:1:pos:R:3:nbo_charge:R:1
O -0.646 2.003 0.162 -0.708
C -0.419 0.803 0.048 0.841
O 0.697 0.355 0.589 -0.540
C 1.655 -0.404 -0.173 -0.065
C -1.487 -0.255 -0.492 0.022
H -0.986 -1.168 -0.870 0.146
C -2.531 -0.617 0.568 -0.646
H -2.288 -1.536 1.121 0.209
H -2.611 0.184 1.319 0.199
H -3.506 -0.735 0.072 0.227
C 3.037 -0.014 0.290 -0.624
H 1.514 -0.175 -1.238 0.188
H 1.474 -1.474 -0.021 0.179
H 3.337 0.954 -0.134 0.214
H 3.752 -0.776 -0.048 0.213
H 3.083 0.043 1.385 0.223
Li -2.171 2.268 -1.046 0.954
O -1.904 0.542 -1.534 -1.031
```


No. 10
# C5H9MgO3

A structure of composition C5H9MgO3 at a distorted geometry (ωB97M-V/def2-TZVPD, OMol25).

Results
LUMO, hartree: -0.18711
Multiplicity: 1
HOMO energy, eV: -11.50
Frontier orbital gap, eV: 6.41
Total charge: +1
Relative energy (zero: lowest compared OMol25 entry of this formula, charge and spin), kcal/mol: 24.10

Structure (XYZ):
```
18
Properties=species:S:1:pos:R:3:nbo_charge:R:1
O 2.193 0.720 0.840 -0.962
C 2.570 0.524 -0.404 0.179
C 1.669 0.507 -1.423 -0.144
O 0.442 1.108 -1.045 -0.661
C -0.421 1.564 -2.018 0.138
C -1.733 1.551 -1.823 -0.480
Mg 0.268 0.789 1.003 1.835
H 3.636 0.609 -0.651 0.196
H -1.030 -1.293 0.215 0.552
H 0.069 1.683 -2.986 0.211
H -2.177 0.977 -1.008 0.192
H -2.381 2.003 -2.573 0.248
O -1.052 -0.681 1.049 -0.887
C -1.802 -1.208 2.148 -0.259
H -1.705 -2.298 2.120 0.218
H -1.383 -0.838 3.091 0.202
H -2.856 -0.914 2.060 0.210
H 1.903 0.514 -2.485 0.215
```


No. 11
# C5H9MnO5

A structure of composition C5H9MnO5 at a distorted geometry (ωB97M-V/def2-TZVPD, OMol25).

Results
LUMO (alpha / beta), hartree: -0.03425 / -0.07957
Multiplicity: 7
HOMO energy (alpha / beta), eV: -7.50 / -7.50
Frontier orbital gap (alpha / beta), eV: 6.57 / 5.33

Structure (XYZ):
```
20
Properties=species:S:1:pos:R:3:mulliken_spin:R:1
C -2.231 3.155 0.021 0.039
C -1.390 2.093 0.688 -0.051
O -1.248 0.912 -0.119 -0.100
Mn -2.436 0.594 -1.672 6.193
H -2.252 4.050 0.658 0.008
H -1.804 3.452 -0.948 0.003
H -3.276 2.831 -0.105 -0.008
H -1.826 1.810 1.657 -0.006
H -0.383 2.490 0.892 0.002
C -0.155 -0.164 0.537 -0.077
C 0.078 -1.130 -0.618 0.009
O 0.662 -2.320 -0.144 0.006
C 1.936 -2.191 0.397 0.004
O 2.032 -1.260 1.244 0.002
O 2.829 -2.769 -0.221 0.001
O -0.837 -0.764 1.568 0.002
H 0.632 0.566 0.765 0.003
H 0.737 -0.666 -1.365 -0.024
H -0.889 -1.407 -1.065 -0.005
H -0.701 -0.295 2.411 -0.001
```


No. 12
# C5H9N

The molecule C5H9N at a distorted geometry (ωB97M-V/def2-TZVPD, OMol25).

Results
LUMO, hartree: 0.03127
Multiplicity: 1
HOMO energy, eV: -11.45
Frontier orbital gap, eV: 12.30
SMILES string: CC(C)CC#N
Relative energy (zero: lowest compared OMol25 entry of this formula, charge and spin), kcal/mol: 3.93

Structure (XYZ):
```
15
Properties=species:S:1:pos:R:3:nbo_charge:R:1
C -0.591 1.447 -0.257 -0.608
C -0.458 0.059 0.374 -0.202
C -0.871 -1.053 -0.613 -0.621
C 0.960 -0.167 0.946 -0.510
C 1.943 -0.560 -0.070 0.286
N 2.695 -0.913 -0.875 -0.333
H -0.225 2.231 0.416 0.206
H -1.640 1.665 -0.486 0.216
H -0.023 1.508 -1.193 0.212
H -1.123 0.024 1.246 0.205
H -0.894 -0.673 -1.640 0.216
H -1.863 -1.452 -0.388 0.217
H -0.169 -1.892 -0.608 0.219
H 0.939 -0.963 1.700 0.249
H 1.321 0.738 1.447 0.247
```


No. 13
# C5H9N

The molecule C5H9N at a distorted geometry (ωB97M-V/def2-TZVPD, OMol25).

Results
LUMO, hartree: 0.03901
Multiplicity: 1
HOMO energy, eV: -9.00
Frontier orbital gap, eV: 10.06
Relative energy (zero: lowest compared OMol25 entry of this formula, charge and spin), kcal/mol: 100.29

Structure (XYZ):
```
15
Properties=species:S:1:pos:R:3:nbo_charge:R:1
C 1.196 -0.612 0.352 -0.256
C -0.327 0.639 -0.642 -0.081
C -1.005 -0.731 -0.622 -0.435
C -0.409 -0.746 0.622 -0.225
C -0.621 0.881 0.799 -0.437
H 1.747 -0.600 1.367 0.209
H 1.728 -1.494 -0.115 0.196
H 1.560 1.373 -0.080 0.347
H -0.833 1.400 -1.106 0.200
H -2.175 -0.571 -0.925 0.224
H -0.622 -1.532 -1.298 0.214
H -0.908 -1.327 1.414 0.211
H -1.635 1.278 1.135 0.211
H 0.042 1.458 1.536 0.201
N 1.156 0.490 -0.711 -0.579
```


No. 14
# C5H9N

The molecule C5H9N at a distorted geometry (ωB97M-V/def2-TZVPD, OMol25).

Results
LUMO, hartree: -0.06113
Multiplicity: 1
HOMO energy, eV: -7.06
Frontier orbital gap, eV: 5.40
Relative energy (zero: lowest compared OMol25 entry of this formula, charge and spin), kcal/mol: 113.58

Structure (XYZ):
```
15
Properties=species:S:1:pos:R:3:nbo_charge:R:1
C 1.983 -0.891 -0.440 -0.422
N 0.538 -0.822 -0.659 -0.641
C -0.165 -0.307 0.306 0.062
C 0.084 -0.392 1.700 -0.239
C -1.698 1.011 -1.094 -0.724
C -1.332 0.545 0.271 0.083
H 2.328 0.150 -0.430 0.173
H 2.415 -1.327 -1.339 0.203
H 2.322 -1.401 0.491 0.153
H -2.664 1.501 -1.106 0.221
H 0.950 -0.919 2.096 0.187
H -0.681 -0.176 2.437 0.190
H -0.873 1.636 -1.497 0.275
H -1.663 0.179 -1.827 0.268
H -1.544 1.214 1.092 0.209
```


Number 1: calculated total energy -10092.087 eV. Number 2: calculated total energy -15924.253 eV. Number 3: calculated total energy -53347.324 eV. Number 4: calculated total energy -17684.095 eV. Number 5: calculated total energy -40126.454 eV. Number 6: calculated total energy -15476.871 eV. Number 7: calculated total energy -24264.988 eV. Number 8: calculated total energy -19170.033 eV. Number 9: calculated total energy -11678.457 eV. Number 10: calculated total energy -16910.673 eV. Number 11: calculated total energy -46884.404 eV. Number 12: calculated total energy -6820.825 eV. Number 13: calculated total energy -6816.646 eV. Number 14: calculated total energy -6816.070 eV.